Entry 1:
76
Properties=species:S:1:pos:R:3 method="wB97M-V/def2-TZVPD" homo_ev="-12.694 / -12.707" largest_force_ev_per_a=3.9 orbital_gap_ha="0.2607 / 0.2755" total_charge=+2 spin_multiplicity=3
Pr -0.09 -0.95 0.22
I 2.56 -0.94 -1.95
S -1.46 -1.86 -1.79
S -1.33 -2.22 2.53
P 0.42 1.80 -1.31
N -3.59 -1.19 3.46
N -1.78 -1.16 4.88
N 0.77 -3.28 0.01
C 1.87 4.02 -0.56
C -2.29 -1.38 3.68
C -0.81 1.81 2.65
C 3.54 0.93 -2.32
C -0.80 -5.64 -3.07
C 1.80 -3.70 0.69
C 0.63 -5.36 -1.21
C -1.40 2.87 -4.76
C -0.51 2.00 0.24
C 3.15 2.27 -1.91
C -4.59 -0.94 4.50
C -0.78 -3.51 -1.90
C -4.00 -1.27 5.81
C 3.88 4.62 -1.61
C -1.23 3.91 -2.20
C -2.00 4.53 -3.16
C -1.97 4.12 -4.49
C 0.10 -6.18 -2.26
C -2.63 -0.65 5.97
C 1.72 -5.79 -0.39
C -0.68 2.11 -3.77
C -1.88 1.68 0.13
C 4.10 3.29 -2.19
C 5.31 3.09 -2.88
C 4.72 0.74 -3.04
C 0.05 1.98 1.54
C -0.58 2.64 -2.51
C 2.78 5.00 -0.90
C -2.63 1.43 1.23
C -1.24 -4.29 -2.92
C -2.15 1.50 2.50
C 5.60 1.79 -3.30
C 0.21 -4.07 -1.02
C 2.00 2.69 -1.14
C 2.34 -4.97 0.45
C 2.34 -2.92 1.85
H 1.77 -3.22 2.75
H -3.76 -1.57 2.51
H -2.70 0.43 6.01
H -4.63 -0.97 6.66
H -2.31 1.72 -0.86
H -2.87 1.37 3.34
H -2.22 -1.03 6.89
H -2.62 5.43 -2.88
H -5.55 -1.55 4.34
H 0.97 4.25 -0.01
H -1.69 2.44 -5.71
H 2.62 6.00 -0.42
H 3.32 -5.24 0.86
H 5.99 3.94 -2.95
H -2.65 4.52 -5.22
H -0.36 1.10 -4.02
H -3.63 1.36 0.97
H 2.33 -1.83 1.71
H -1.22 -6.19 -3.89
H -2.00 -3.86 -3.56
H 4.62 5.33 -1.92
H 1.08 2.13 1.79
H -0.42 2.01 3.64
H -0.83 -1.19 5.15
H -3.78 -2.37 5.90
H -4.86 0.09 4.45
H 3.39 -3.22 2.04
H 0.39 -7.17 -2.47
H 4.92 -0.25 -3.38
H -1.34 4.26 -1.20
H 6.53 1.43 -3.83
H 2.04 -6.76 -0.44

***

Entry 2:
85
Properties=species:S:1:pos:R:3 method="wB97M-V/def2-TZVPD" homo_ev=-10.334 largest_force_ev_per_a=1.5 orbital_gap_ha=0.2655 total_charge=+1 spin_multiplicity=1
Y -0.08 0.34 0.03
O -0.37 5.05 -0.46
O 5.82 -4.88 2.31
O -0.40 2.53 -0.84
O 1.78 -0.89 -0.15
O 5.68 -3.49 3.95
O 1.45 0.65 2.14
N 2.20 1.90 -0.20
N 0.22 0.49 -2.26
N -1.26 1.84 1.95
N -4.08 2.43 -0.35
N -0.69 -1.03 2.05
N 0.45 1.70 -2.82
N -2.56 0.81 -0.22
N -0.57 -1.88 -1.27
N -0.73 -0.90 4.26
N 5.39 -3.87 2.83
C 2.35 -0.08 2.57
C -0.81 -4.25 -1.49
C 0.46 -3.07 4.80
C -1.77 0.99 3.03
C 0.85 4.26 -3.82
C -4.42 1.52 -1.34
C 4.50 -3.03 2.04
C -2.31 2.69 1.39
C 0.35 4.06 -2.53
C -0.10 -2.18 2.58
C -5.51 0.40 -3.10
C 0.12 -1.86 -2.43
C 0.36 6.46 -2.20
C -2.97 1.96 0.26
C 2.65 -1.53 0.54
C 0.10 5.18 -1.72
C -4.57 -0.62 -3.02
C -1.06 -0.32 3.09
C -3.54 -0.59 -2.10
C 4.21 -3.38 0.70
C 0.40 -3.02 -3.14
C -5.46 1.50 -2.26
C 0.86 6.63 -3.47
C -0.07 -4.24 -2.66
C 3.00 -1.16 1.89
C 1.11 5.53 -4.29
C 0.46 -3.31 1.97
C 0.49 -0.56 -2.95
C 1.02 -4.16 4.17
C -1.03 -3.05 -0.84
C 3.33 -2.64 -0.02
C 0.10 2.70 -2.02
C 1.01 -4.28 2.78
C -3.46 0.50 -1.24
C -0.10 -2.10 3.98
C 3.92 -1.93 2.61
H 0.50 -3.41 0.90
H 4.71 -4.25 0.28
H 1.05 7.63 -3.84
H 2.05 2.90 -0.13
H 2.73 0.11 3.59
H -1.69 1.48 4.01
H -1.89 3.63 1.03
H 1.48 -4.94 4.77
H -0.48 2.40 2.28
H -4.53 3.30 -0.16
H 1.46 -5.15 2.32
H -2.82 0.79 2.84
H 0.97 -2.97 -4.06
H -6.19 2.29 -2.31
H 0.17 7.30 -1.55
H -2.81 -1.39 -2.05
H -4.64 -1.46 -3.70
H -0.46 4.08 -0.32
H 4.17 -1.67 3.63
H -1.21 -5.17 -1.09
H 1.50 5.68 -5.29
H 0.92 -0.47 -3.95
H 3.10 -2.89 -1.05
H 2.91 1.65 0.48
H -6.30 0.34 -3.84
H 0.13 -5.15 -3.20
H -3.06 2.95 2.14
H 2.60 1.73 -1.12
H 0.45 -2.97 5.88
H -0.91 -0.54 5.18
H 1.03 3.39 -4.44
H -1.62 -3.03 0.07

***

Entry 3:
81
Properties=species:S:1:pos:R:3 method="wB97M-V/def2-TZVPD" homo_ev="-11.104 / -11.094" largest_force_ev_per_a=1.0 orbital_gap_ha="0.3303 / 0.2815" total_charge=+1 spin_multiplicity=2
Ca -0.07 0.66 -0.29
P 1.09 -2.08 -0.64
N 0.52 3.63 0.69
N -1.95 2.89 0.62
N -1.85 2.18 -0.54
N -1.25 4.66 3.65
N 2.60 0.44 -0.66
N 0.09 0.92 1.96
N -1.15 4.54 2.30
N 0.93 2.90 -0.38
N -0.37 2.08 2.54
C -0.16 -5.92 -1.36
C -0.31 1.97 3.87
C 0.20 0.72 4.20
C -3.01 2.29 -1.16
C 0.78 -4.41 0.77
C 0.43 0.12 2.97
C -0.29 -0.55 -4.77
C -2.53 -3.39 0.67
C 3.72 -3.10 -0.56
C 0.67 -3.83 -0.49
C 1.95 3.56 -0.91
C 1.29 4.72 0.82
C 3.46 -0.71 -0.53
C 0.60 -1.57 -2.32
C -1.47 5.72 1.70
C -3.91 3.05 -0.42
C -1.61 5.91 3.87
C -4.22 -2.13 -0.50
C 1.07 -0.71 -4.53
C 0.21 -4.59 -1.56
C -0.04 -6.49 -0.10
C -3.67 -3.34 -0.11
C -1.79 6.62 2.67
C -3.19 3.41 0.70
C 4.83 -0.57 -0.35
C -1.21 -0.90 -3.79
C 5.09 -2.96 -0.37
C 1.52 -1.22 -3.32
C -0.77 -1.40 -2.57
C -2.45 -1.05 0.58
C 5.64 -1.69 -0.26
C 2.23 4.72 -0.19
C -3.61 -0.93 -0.14
C 0.43 -5.74 0.96
C -1.89 -2.21 1.06
C 2.89 -1.98 -0.62
B -0.74 3.27 1.58
H 2.95 1.22 -0.13
H 6.70 -1.57 -0.10
H 1.79 -0.45 -5.30
H -2.27 -0.80 -3.97
H -0.63 -0.15 -5.72
H 2.58 -1.37 -3.15
H 1.12 5.42 1.61
H 5.72 -3.83 -0.32
H -0.62 2.78 4.49
H 3.29 -4.09 -0.63
H -4.16 -4.27 -0.40
H 2.43 3.19 -1.80
H -3.16 1.81 -2.12
H -0.32 -7.53 0.05
H -1.45 5.82 0.63
H 0.37 0.33 5.18
H 2.60 0.74 -1.63
H 1.13 -3.83 1.62
H -4.92 3.33 -0.66
H -1.50 -1.69 -1.83
H 0.53 -6.19 1.95
H 0.83 -0.86 2.75
H -2.09 7.65 2.54
H -1.01 -2.22 1.68
H 0.13 -4.16 -2.54
H -1.76 6.24 4.89
H -5.14 -2.11 -1.08
H -0.52 -6.51 -2.19
H -2.12 -4.34 0.98
H 2.99 5.46 -0.38
H 5.26 0.43 -0.28
H -4.03 0.03 -0.42
H -3.47 4.01 1.55

***

Entry 4:
81
Properties=species:S:1:pos:R:3 method="wB97M-V/def2-TZVPD" homo_ev="-11.045 / -11.044" largest_force_ev_per_a=1.7 orbital_gap_ha="0.3328 / 0.2397" total_charge=+1 spin_multiplicity=2
Ca -0.19 -0.31 1.57
P -1.17 0.03 -1.21
N 1.85 1.07 0.31
N 0.79 -1.90 0.35
N -2.63 -1.35 1.07
N 2.76 -0.42 2.13
N 1.67 -0.86 2.83
N 4.14 -0.11 0.05
N 1.00 1.56 1.28
N 4.55 0.90 -0.76
N 2.04 -1.52 -0.04
C 3.79 -0.20 2.98
C 6.26 -0.53 -0.34
C -3.66 -2.92 -2.71
C -2.22 1.47 -1.63
C -2.38 -1.35 -1.38
C 0.37 0.90 -3.38
C -3.80 -2.98 -0.31
C -2.78 -1.85 -2.61
C 0.64 -3.16 -0.03
C 5.83 0.65 -1.00
C -3.49 2.86 -3.16
C -3.93 3.64 -2.10
C 0.39 -1.47 -3.00
C -2.93 1.11 3.44
C 0.56 2.73 0.83
C -0.72 1.14 4.50
C -1.58 0.90 3.46
C -1.32 1.55 5.69
C 2.06 -0.93 4.10
C -4.16 -3.50 -1.55
C 1.29 0.74 -4.42
C -2.67 2.27 -0.58
C 1.31 -1.63 -4.03
C -2.70 1.74 5.76
C 2.65 -2.55 -0.66
C -3.53 3.35 -0.80
C -2.93 -1.91 -0.23
C -2.65 1.78 -2.93
C 5.15 -0.98 0.31
C -3.50 1.53 4.64
C 1.92 1.96 -0.71
C -0.09 -0.20 -2.66
C 1.76 -0.52 -4.74
C 3.38 -0.52 4.26
C 1.11 3.03 -0.42
C 1.79 -3.63 -0.68
B 2.71 -0.22 0.57
H -3.05 -1.90 1.80
H -0.30 -3.68 0.15
H -0.13 3.30 1.43
H -3.80 3.09 -4.17
H -3.15 2.07 6.68
H 1.68 -2.62 -4.27
H 4.74 0.17 2.62
H 3.97 -0.48 5.16
H 5.01 -1.84 0.95
H -3.96 -3.30 -3.68
H -4.22 -3.41 0.59
H -3.87 3.96 0.03
H -2.38 -1.42 -3.52
H 2.57 1.78 -1.55
H 0.05 -2.34 -2.46
H 0.36 1.04 4.42
H 0.95 3.91 -1.02
H -2.33 2.07 0.43
H 1.36 -1.28 4.86
H 0.01 1.89 -3.14
H 2.48 -0.65 -5.54
H -4.58 4.49 -2.28
H -3.56 0.98 2.57
H -4.84 -4.34 -1.61
H -0.69 1.74 6.55
H 3.64 -2.45 -1.06
H -2.32 1.17 -3.76
H 1.63 1.61 -4.97
H -4.57 1.70 4.69
H 6.40 1.32 -1.63
H 7.25 -0.98 -0.35
H -3.05 -0.43 1.13
H 1.96 -4.60 -1.11

***

Entry 5:
88
Properties=species:S:1:pos:R:3 method="wB97M-V/def2-TZVPD" homo_ev="-7.727 / -7.726" largest_force_ev_per_a=0.8 orbital_gap_ha="0.2892 / 0.1756" total_charge=0 spin_multiplicity=2
Cl -2.64 1.68 -7.01
Cl -3.68 0.67 -1.86
Cl 1.42 1.01 -3.60
Mg -0.10 -0.05 0.09
F 1.85 -4.68 5.65
O -0.77 0.64 -1.68
O 0.42 -2.77 1.26
O 1.32 -1.01 -0.78
O 2.21 -2.27 -2.39
N -1.03 1.96 0.75
N -1.82 -1.09 0.58
N -2.68 0.65 3.85
N 4.03 -4.53 0.60
N -3.13 -0.41 4.59
N 0.60 0.04 2.07
N -2.45 -0.78 1.75
N -2.00 1.69 1.66
N -0.42 0.15 2.97
C -3.50 0.09 5.76
C 3.45 -3.72 -0.32
C 1.93 -2.04 -1.22
C 1.56 -3.18 1.08
C 1.45 0.00 4.14
C 4.13 -5.29 2.92
C -2.93 2.66 1.63
C 3.56 -5.30 4.17
C -2.55 3.61 0.71
C 3.05 -0.18 2.09
C -0.44 3.75 -0.83
C 0.08 0.13 4.22
C 5.44 -5.99 2.67
C -2.59 0.92 -3.14
C 2.36 -4.64 4.40
C 1.73 -0.04 2.77
C -1.34 3.12 0.19
C -3.52 -1.55 1.89
C -4.05 -0.80 6.82
C -2.74 1.78 4.58
C 1.70 -3.96 3.42
C -3.27 1.48 5.81
C -3.03 1.17 -4.41
C 2.27 -3.94 2.14
C -0.70 1.33 -5.20
C 3.48 -4.60 1.88
C 5.18 -5.40 0.27
C 2.32 -2.99 -0.13
C -0.24 1.08 -3.93
C 5.87 -5.02 -1.03
C -2.08 1.37 -5.42
C -2.05 -2.67 -1.27
C -2.51 -2.07 0.02
C -3.61 -2.40 0.81
C -1.16 0.86 -2.82
C 6.14 -5.41 1.45
B -1.91 0.41 2.57
H 6.07 -5.91 3.55
H -3.80 2.61 2.26
H -0.01 1.48 -6.02
H -4.08 1.21 -4.63
H -0.57 0.19 5.07
H 6.46 -4.38 1.64
H -4.74 -1.54 6.40
H -4.34 -3.17 0.63
H -1.00 4.41 -1.48
H -3.26 -1.35 7.33
H -2.18 -1.97 -2.10
H 2.94 -0.63 1.11
H 6.72 -5.68 -1.16
H 2.15 -0.06 4.96
H -3.06 4.52 0.45
H -4.13 -1.47 2.78
H 3.72 -0.80 2.69
H 5.26 -7.05 2.50
H -3.47 2.15 6.62
H -1.00 -2.93 -1.22
H 0.77 -3.45 3.59
H 0.33 4.35 -0.34
H 3.94 -3.65 -1.28
H -2.37 2.72 4.20
H 6.24 -3.99 -0.99
H -4.60 -0.23 7.57
H 7.02 -5.99 1.19
H -2.63 -3.56 -1.50
H 4.05 -5.81 4.99
H 4.78 -6.42 0.16
H 5.23 -5.12 -1.90
H 0.06 3.01 -1.44
H 3.53 0.80 1.97

***

Entry 6:
80
Properties=species:S:1:pos:R:3 method="wB97M-V/def2-TZVPD" homo_ev="-5.203 / -6.559" largest_force_ev_per_a=1.3 orbital_gap_ha="0.2000 / 0.2409" total_charge=0 spin_multiplicity=2
Br -4.54 -5.22 1.93
Ca 0.33 0.05 0.07
S 2.65 -1.69 0.63
O 0.60 -0.44 2.21
N -0.71 2.40 1.05
N 2.65 2.00 0.62
N -0.18 -2.02 -0.91
N 1.47 -0.13 -2.04
N -0.95 1.82 -1.70
N -2.17 0.18 0.67
N 0.83 -1.68 2.55
C 3.15 0.46 -3.64
C 0.11 -2.24 3.53
C -1.15 2.62 -3.94
C 4.66 1.77 -0.65
C -4.00 -0.87 2.59
C -2.29 0.68 1.84
C 1.52 -1.42 -2.46
C 4.36 2.93 -1.36
C 0.23 -3.57 3.86
C -1.82 4.00 -2.12
C -1.68 3.10 0.22
C -3.17 -4.25 1.03
C -3.24 0.20 2.84
C 3.21 3.63 -1.02
C 3.26 -0.88 -4.05
C 1.76 -2.42 1.85
C 1.91 -3.77 2.20
C -1.77 -2.19 0.79
C -2.84 -2.92 1.61
C -1.44 2.97 -1.26
C 0.35 3.30 1.51
C 0.64 -2.36 -1.89
C -0.82 1.65 -3.01
C 2.24 0.76 -2.64
C 2.44 -1.81 -3.48
C -1.07 -2.86 -0.35
C 1.15 -4.36 3.16
C -2.46 -4.82 0.03
C 1.17 3.92 0.38
C 3.77 1.35 0.33
C -3.81 -1.71 1.38
C 2.38 3.13 -0.02
C -2.77 -1.08 0.40
C -1.39 1.83 2.20
C -1.43 -4.14 -0.67
C -1.66 3.82 -3.48
H -1.96 2.61 2.75
H 1.02 2.71 2.14
H -1.04 -1.75 1.45
H -1.94 4.61 -4.18
H 3.75 1.23 -4.09
H -1.00 2.44 -5.00
H -0.44 0.69 -3.31
H 2.94 4.55 -1.53
H 2.47 -2.85 -3.78
H -2.58 -3.04 2.67
H -1.75 4.16 0.49
H -0.39 -3.99 4.64
H -4.77 -1.98 0.94
H 3.97 0.47 0.92
H 5.00 3.29 -2.15
H 2.66 -4.32 1.64
H -0.09 4.11 2.13
H -0.59 -1.58 4.02
H 1.25 -5.41 3.38
H -2.23 4.92 -1.73
H -2.66 2.64 0.39
H -3.07 -1.12 -0.65
H -4.77 -1.19 3.29
H -0.63 1.41 2.88
H 0.55 4.08 -0.50
H 2.11 1.78 -2.32
H -2.69 -5.83 -0.27
H -3.37 0.79 3.74
H 0.67 -3.38 -2.28
H 1.51 4.91 0.70
H -0.95 -4.68 -1.48
H 3.97 -1.16 -4.81
H 5.54 1.21 -0.87